ORCA calculation (ωB97M-V/def2-TZVPD) on a molecular structure, C30H44N10S3TeY in a non-equilibrium geometry.

## Properties
energy above the lowest of the compared OMol25 structures with the same formula, charge and spin: 186.8 kJ/mol
net charge: -1
Kohn-Sham gap: 5.3 eV

Geometry (Å):
Y 0.631 -0.628 0.162
C -2.979 0.065 0.054
N -2.083 -0.264 1.168
C -1.868 0.903 2.054
C -1.531 2.157 1.283
N -0.171 2.159 0.719
C -0.177 2.779 -0.618
C 0.744 2.860 1.617
C 0.596 4.244 1.745
C 1.393 4.988 2.593
C 2.362 4.321 3.341
C 2.507 2.955 3.226
C 1.705 2.172 2.366
S 1.948 0.452 2.346
C -2.614 -1.358 1.966
C -3.986 -1.398 2.220
C -4.553 -2.397 2.994
C -3.718 -3.368 3.537
C -2.357 -3.323 3.298
C -1.757 -2.322 2.511
S -0.031 -2.362 2.266
H -3.835 0.684 0.366
H -3.364 -0.854 -0.375
H -2.455 0.603 -0.736
H -1.061 0.654 2.749
H -2.780 1.091 2.639
H -1.667 3.014 1.949
H -2.236 2.293 0.461
H -0.647 3.773 -0.615
H -0.730 2.152 -1.320
H 0.841 2.869 -0.982
H -0.167 4.750 1.163
H 1.266 6.061 2.667
H 3.008 4.873 4.015
H 3.259 2.436 3.807
H -4.629 -0.633 1.802
H -5.622 -2.413 3.171
H -4.129 -4.164 4.147
H -1.703 -4.079 3.717
C -4.040 -5.087 -2.721
C -3.046 -4.100 -2.173
C -2.893 -2.836 -2.725
C -1.991 -1.947 -2.165
N -1.244 -2.233 -1.094
C -1.373 -3.461 -0.574
C -2.252 -4.404 -1.077
H -4.298 -4.861 -3.756
H -4.962 -5.065 -2.136
H -3.650 -6.105 -2.677
H -3.469 -2.530 -3.591
H -1.850 -0.967 -2.595
H -0.745 -3.679 0.282
H -2.311 -5.375 -0.599
C 6.575 -0.559 -2.046
C 6.562 -2.038 -1.679
C 6.997 -2.248 -0.232
C 5.182 -2.645 -1.929
N 4.133 -2.062 -1.114
C 2.942 -1.500 -1.673
N 1.916 -2.098 -0.860
N 2.546 -2.778 0.157
N 3.784 -2.805 0.033
H 7.555 -0.114 -1.852
H 5.831 -0.016 -1.458
H 6.335 -0.404 -3.102
H 7.256 -2.577 -2.336
H 6.292 -1.766 0.449
H 7.989 -1.820 -0.059
H 7.030 -3.308 0.030
H 5.215 -3.725 -1.748
H 4.904 -2.494 -2.977
H 2.842 -1.705 -2.742
S -2.664 1.671 -3.431
C -3.524 3.067 -3.175
N -3.522 4.181 -3.953
C -4.532 5.143 -3.531
C -4.738 4.726 -2.068
N -4.341 3.325 -2.120
H -3.212 4.086 -4.904
H -5.455 5.040 -4.108
H -4.172 6.165 -3.619
H -5.772 4.839 -1.751
H -4.096 5.301 -1.396
H -4.237 2.755 -1.297
Te 2.719 0.751 -1.454
N 0.107 -0.273 -3.778
H 0.571 -1.148 -3.996
H 0.828 0.365 -3.447
H -0.280 0.097 -4.640

***

ORCA calculation (ωB97M-V/def2-TZVPD) on a molecular structure, C30H44N2O6P2Pt in a non-equilibrium geometry.

## Properties
energy above the lowest of the compared OMol25 structures with the same formula, charge and spin: 633.9 kJ/mol
net charge: +2
Kohn-Sham gap (spin up / spin down): 4.1 / 4.9 eV
<S²>: 6.1577
multiplicity: 5

Geometry (Å):
Pt -2.454 -0.583 -3.402
C 1.911 2.005 -0.566
C 0.700 2.568 -1.045
C 0.747 2.821 1.239
C 1.943 2.164 0.847
C -0.006 3.103 0.066
C 2.949 1.347 -1.390
H 2.957 1.752 -2.411
H 2.784 0.260 -1.465
H 3.942 1.505 -0.954
C 3.020 1.728 1.757
H 3.958 1.585 1.209
H 2.757 0.778 2.245
H 3.187 2.450 2.569
C 0.340 3.107 2.627
H 1.193 3.417 3.244
H -0.068 2.195 3.089
H -0.433 3.884 2.655
C -1.295 3.829 0.034
H -1.261 4.679 0.728
H -2.138 3.192 0.340
H -1.506 4.217 -0.969
C 0.279 2.609 -2.464
H 0.890 3.325 -3.037
H -0.768 2.917 -2.557
H 0.387 1.627 -2.950
C -1.415 -2.098 -4.040
C -0.768 -0.771 -4.319
C -0.919 -0.150 -5.690
C -2.428 0.180 -6.078
C -3.402 0.138 -4.922
C -3.980 -1.205 -4.472
C -3.636 -2.423 -5.299
C -2.125 -2.840 -5.163
H -0.437 -0.809 -6.428
H -2.796 -0.460 -6.890
H -0.359 0.803 -5.690
H -1.569 -2.720 -6.103
H -0.891 -2.735 -3.309
H 0.152 -0.580 -3.748
H -2.105 -3.914 -4.924
H -4.241 -3.271 -4.940
H -4.965 -1.153 -3.994
H -3.929 -2.257 -6.347
H -2.449 1.219 -6.441
H -4.025 1.010 -4.706
P 1.433 -2.368 -0.813
C 2.344 -1.931 0.712
C 2.332 -3.857 -1.399
P -3.711 -0.428 0.829
C -0.065 -2.869 -0.107
C -3.924 0.965 -0.596
C -1.789 -0.024 0.545
H 1.961 -0.963 1.057
H 3.419 -1.867 0.499
H 2.118 -2.683 1.479
H 1.643 -4.705 -1.479
H 3.163 -4.081 -0.720
H 2.728 -3.607 -2.391
H -1.575 0.914 1.147
H -1.354 0.043 -0.524
H -1.172 -0.757 1.110
H -0.103 -3.004 0.988
H -0.978 -3.023 -0.689
H -4.631 1.690 -0.081
H -4.343 0.633 -1.586
H -2.979 1.494 -0.919
O -0.109 -2.320 3.287
C 0.232 -1.138 3.422
O 0.164 -0.155 2.595
C 0.879 -0.775 4.742
C 1.568 0.437 4.890
C 2.233 0.761 6.087
C 2.189 -0.114 7.184
C 1.475 -1.316 7.053
C 0.834 -1.654 5.840
N 1.391 -2.216 8.174
O 1.973 -1.898 9.233
O 0.741 -3.274 8.045
N 2.986 1.986 6.159
O 2.982 2.753 5.165
O 3.615 2.236 7.205
H 1.599 1.138 4.060
H 2.697 0.133 8.110
H 0.308 -2.599 5.751

***

ORCA calculation (ωB97M-V/def2-TZVPD) on 9 unconnected molecules or ions with the total composition C30H44N3O16 in a non-equilibrium geometry.

## Properties
energy above the lowest of the compared OMol25 structures with the same formula, charge and spin: 8.7 kJ/mol
net charge: -1
Kohn-Sham gap: 5.5 eV

Geometry (Å):
C 41.477 27.157 45.501
C 42.292 27.500 44.263
O 42.470 26.686 43.351
N 42.891 28.926 44.229
H 42.146 29.556 44.312
H 43.482 28.951 45.083
C 43.654 29.246 43.016
H 41.170 26.263 45.508
H 40.703 27.956 45.768
H 41.961 27.324 46.436
H 43.279 28.910 42.075
H 44.601 28.716 43.076
H 43.933 30.326 43.029
N 42.881 31.223 46.364
O 42.133 30.243 46.534
O 42.963 31.843 45.309
O 43.855 31.344 47.160
N 45.578 27.804 46.348
O 46.343 27.919 47.313
O 45.651 28.743 45.520
O 44.429 27.392 46.615
C 42.703 30.893 38.678
C 43.976 31.237 39.295
C 43.746 32.371 40.267
O 44.289 30.009 40.044
H 42.472 31.972 38.419
H 41.904 30.456 39.142
H 42.879 30.386 37.692
H 44.809 31.287 38.507
H 43.445 33.375 39.913
H 44.769 32.591 40.775
H 43.085 32.194 41.127
H 45.060 29.640 39.613
C 40.017 29.683 41.956
C 39.527 30.492 43.107
C 38.171 30.022 43.643
O 40.449 30.291 44.084
H 40.798 28.953 42.252
H 40.508 30.311 41.183
H 39.116 29.115 41.583
H 39.665 31.563 42.847
H 37.424 30.382 42.953
H 37.806 30.510 44.598
H 37.889 29.107 43.922
H 40.193 30.690 44.916
C 41.484 23.759 47.705
C 42.856 23.723 47.260
C 43.263 22.213 46.965
O 43.083 24.502 46.133
H 40.902 23.464 46.796
H 41.290 24.780 47.767
H 41.066 23.428 48.485
H 43.578 24.016 48.023
H 42.950 21.437 47.748
H 44.287 22.285 46.994
H 42.937 21.665 46.208
H 43.768 25.217 46.230
C 46.388 33.247 45.135
C 46.373 31.934 44.595
C 47.099 31.734 43.219
O 47.152 30.642 42.700
C 47.712 33.011 42.611
C 47.460 34.341 43.221
C 47.009 34.435 44.559
O 47.186 35.446 45.204
H 45.970 33.461 46.044
H 45.826 31.003 44.839
H 48.409 32.794 41.761
H 47.369 35.245 42.533
C 47.409 23.807 42.111
C 47.256 25.084 41.066
C 46.425 26.253 41.555
O 46.331 27.286 40.852
C 45.676 26.148 42.788
C 45.836 25.022 43.735
C 46.789 23.821 43.441
O 46.867 22.968 44.294
H 47.871 22.964 41.715
H 47.768 25.047 40.211
H 44.901 26.740 43.034
H 45.575 25.085 44.826
C 39.132 31.121 49.132
C 39.515 29.716 48.680
C 38.807 28.428 49.476
O 38.974 27.289 49.151
C 38.040 28.823 50.630
C 37.639 30.190 50.982
C 38.161 31.392 50.211
O 37.817 32.527 50.647
H 39.323 32.088 48.576
H 40.208 29.273 48.008
H 37.434 28.072 51.057
H 37.063 30.536 52.112

***

ORCA calculation (ωB97M-V/def2-TZVPD) on a molecular structure, C30H45AuClNOP.

## Properties
energy above the lowest of the compared OMol25 structures with the same formula, charge and spin: 26.3 kJ/mol
net charge: -1
Kohn-Sham gap: 7.9 eV

Geometry (Å):
Au -1.716 -2.243 -1.056
C -0.342 -2.894 3.866
C -0.996 -1.570 4.260
C -0.575 -1.151 5.670
C -0.697 -0.475 3.260
C 0.603 -0.056 3.016
C 0.889 0.966 2.125
C 2.328 1.469 2.077
C 3.375 0.351 2.136
C 2.586 2.435 3.241
C -0.159 1.570 1.386
C -1.482 1.202 1.668
C -1.711 0.183 2.594
C -2.763 1.780 1.073
C -3.330 0.807 0.038
C -2.719 3.209 0.541
C 0.231 2.685 0.447
C 0.416 3.930 1.054
C 0.920 5.021 0.372
C 1.278 4.874 -0.958
C 1.064 3.658 -1.585
C 0.509 2.551 -0.932
P 0.039 1.010 -1.876
C -0.774 1.637 -3.478
C -0.865 0.421 -4.414
C -2.211 2.013 -3.097
C -0.192 2.811 -4.273
C 1.718 0.266 -2.339
C 1.488 -1.184 -2.788
C 2.568 0.988 -3.383
C 2.501 0.204 -1.029
H -0.588 -3.672 4.594
H 0.745 -2.799 3.827
H -0.682 -3.213 2.881
H -2.081 -1.716 4.262
H 0.506 -1.002 5.720
H -0.841 -1.921 6.398
H -1.055 -0.215 5.965
H 1.420 -0.536 3.541
H 2.470 2.022 1.149
H 3.470 -0.043 3.151
H 4.352 0.753 1.857
H 3.129 -0.489 1.490
H 2.437 1.917 4.192
H 1.920 3.296 3.221
H 3.616 2.800 3.210
H -2.739 -0.106 2.791
H -3.468 1.801 1.912
H -2.597 0.599 -0.738
H -4.232 1.210 -0.430
H -3.579 -0.151 0.494
H -2.098 3.308 -0.346
H -2.343 3.908 1.289
H -3.734 3.513 0.271
H 0.148 4.028 2.098
H 1.044 5.970 0.879
H 1.707 5.700 -1.512
H 1.336 3.571 -2.625
H -1.223 -0.470 -3.897
H 0.092 0.207 -4.892
H -1.587 0.646 -5.205
H -2.756 1.150 -2.715
H -2.734 2.370 -3.991
H -2.238 2.813 -2.355
H 0.864 2.695 -4.510
H -0.335 3.762 -3.759
H -0.734 2.874 -5.223
H 0.945 -1.259 -3.728
H 0.934 -1.742 -2.033
H 2.462 -1.667 -2.921
H 2.108 0.972 -4.371
H 3.534 0.478 -3.465
H 2.772 2.023 -3.106
H 1.887 -0.197 -0.222
H 2.867 1.189 -0.736
H 3.362 -0.460 -1.146
Cl -3.343 -1.856 -2.630
O 1.956 -2.651 1.128
C 0.844 -2.613 0.681
N -0.270 -2.596 0.294

***

ORCA calculation (ωB97M-V/def2-TZVPD) on a molecular structure, C30H45ClO2P2Ti in a non-equilibrium geometry.

## Properties
net charge: +2
Kohn-Sham gap (spin up / spin down): 5.3 / 5.3 eV

Geometry (Å):
Ti -0.056 0.443 0.411
C 1.346 1.341 2.441
C 1.019 2.275 1.374
C -0.855 1.977 2.731
C 0.192 1.203 3.274
C -0.379 2.629 1.544
C 2.696 0.852 2.838
H 3.448 1.039 2.070
H 2.672 -0.225 3.050
H 3.043 1.354 3.755
C 0.122 0.469 4.566
H 1.009 -0.153 4.727
H -0.764 -0.188 4.624
H 0.060 1.176 5.410
C -2.149 2.276 3.389
H -2.047 3.127 4.083
H -2.505 1.425 3.979
H -2.935 2.532 2.665
C -1.097 3.682 0.779
H -1.160 4.620 1.352
H -2.126 3.364 0.576
H -0.609 3.917 -0.171
C 1.984 2.998 0.486
H 2.073 4.063 0.753
H 1.644 2.975 -0.558
H 2.996 2.584 0.545
C 1.178 -2.615 -2.477
C 2.468 -2.233 -2.275
C 3.340 -1.627 -3.330
C 2.623 -0.689 -4.313
C 1.458 0.089 -3.779
C 0.123 -0.217 -3.923
C -0.425 -1.610 -4.175
C 0.512 -2.763 -3.802
H 3.803 -2.463 -3.881
H 2.326 -1.284 -5.190
H 4.198 -1.109 -2.874
H 1.254 -2.917 -4.599
H 0.574 -3.026 -1.660
H 3.060 -2.602 -1.426
H -0.103 -3.677 -3.746
H -1.380 -1.727 -3.644
H -0.570 0.579 -4.281
H -0.688 -1.692 -5.245
H 3.367 0.051 -4.655
H 1.756 1.084 -3.434
P 2.036 -0.845 0.208
C 2.222 -2.582 0.667
C 3.561 -0.106 -0.449
P -0.696 1.178 -1.779
C 0.829 -0.607 -1.045
C -0.093 2.600 -2.702
C -2.279 0.552 -2.377
H 1.568 -2.776 1.522
H 3.269 -2.744 0.964
H 1.945 -3.263 -0.140
H 3.560 -0.105 -1.542
H 4.398 -0.702 -0.068
H 3.662 0.931 -0.115
H -2.122 -0.274 -3.088
H -2.839 1.359 -2.877
H -2.892 0.160 -1.550
H 0.003 -1.313 -1.235
H 1.316 -0.197 -1.939
H -0.554 3.489 -2.228
H -0.371 2.545 -3.766
H 0.999 2.695 -2.612
Cl -6.720 -2.689 4.556
C -5.331 -2.099 3.734
C -4.097 -2.762 3.886
C -2.995 -2.365 3.132
C -3.158 -1.302 2.231
C -4.355 -0.586 2.121
C -5.456 -0.996 2.865
C -2.026 -0.802 1.433
O -0.853 -1.334 1.453
O -2.170 0.292 0.760
H -4.013 -3.601 4.581
H -2.021 -2.840 3.199
H -4.419 0.258 1.440
H -6.404 -0.475 2.780